# 1
DFT (ωB97M-V/def2-TZVPD) results for a structure of composition C14H29As2F12MnN3O2.

XYZ file:
```
63
Properties=species:S:1:pos:R:3
Mn -0.057 0.531 -0.960
As -0.320 4.324 0.013
F -0.108 2.553 -0.151
F -1.939 4.106 -0.538
F -0.520 6.002 0.176
F 1.324 4.390 0.487
F 0.182 4.463 -1.645
F -0.811 4.041 1.626
As -1.716 -3.012 -0.380
F -2.883 -2.148 0.553
F -2.367 -4.509 0.095
F -0.484 -3.781 -1.307
F -1.039 -1.438 -0.866
F -0.629 -2.996 0.978
F -2.723 -2.923 -1.769
C -2.057 -1.296 3.829
C -0.577 -1.579 4.086
C 0.297 -0.366 3.719
C 0.372 -0.151 2.282
N 0.415 -0.012 1.148
H -2.681 -2.132 4.133
H -2.218 -1.124 2.763
H -2.376 -0.399 4.366
H -0.280 -2.430 3.472
H -0.373 -1.805 5.132
H 1.323 -0.507 4.067
H -0.112 0.531 4.187
C 3.810 -1.985 1.813
C 2.756 -3.062 1.583
C 2.490 -3.383 0.125
C 2.076 -2.204 -0.647
N 1.736 -1.288 -1.247
H 4.798 -2.367 1.534
H 3.818 -1.653 2.846
H 3.665 -1.150 1.120
H 1.812 -2.782 2.053
H 3.065 -3.990 2.070
H 1.644 -4.070 0.043
H 3.336 -3.828 -0.404
C -2.961 1.302 0.268
O -2.179 0.974 -0.876
C -2.850 1.152 -2.102
C -2.054 0.495 -3.235
N -0.587 0.486 -3.030
C 0.002 1.798 -3.458
C 1.472 1.925 -3.090
O 1.675 1.582 -1.731
C 2.982 1.848 -1.270
H -3.424 2.282 0.152
H -2.292 1.319 1.123
H -3.738 0.545 0.405
H -2.992 2.222 -2.301
H -3.850 0.708 -2.057
H -2.344 0.973 -4.180
H -2.393 -0.534 -3.376
H -0.268 -0.202 -3.705
H -0.569 2.608 -2.999
H -0.093 1.923 -4.541
H 1.767 2.967 -3.249
H 2.100 1.294 -3.733
H 3.700 1.144 -1.704
H 2.983 1.745 -0.188
H 3.265 2.876 -1.510
```

Computed properties:
total charge: 0
⟨S²⟩: 8.752
2S+1: 6
lowest unoccupied orbital energy (spin up / spin down): 0.25 / 0.24 eV


# 2
DFT (ωB97M-V/def2-TZVPD) results for a structure of composition C14H29AuNSi2.

XYZ file:
```
47
Properties=species:S:1:pos:R:3
C 2.284 -0.009 -0.738
C 1.489 0.399 -1.846
C 0.641 -0.696 -2.216
C 0.936 -1.780 -1.319
C 1.949 -1.347 -0.412
Au -0.268 -0.098 -0.096
N -0.059 0.557 1.849
C -0.068 1.979 1.674
C -0.366 2.028 0.167
H -0.030 -0.736 -3.077
H 1.566 1.350 -2.374
H 0.512 -2.779 -1.363
H 2.401 -1.961 0.376
H 3.056 0.599 -0.247
H 0.400 2.578 -0.385
H -0.956 2.337 2.241
H 0.573 0.235 2.592
H -1.405 2.274 -0.096
H 0.866 2.571 1.920
C -3.111 -1.596 -2.265
Si -2.521 -2.590 -0.792
C -3.940 -3.558 0.000
C -1.569 -4.035 -1.543
C -1.855 -1.403 0.540
Si -3.236 -0.542 1.529
C -3.756 -1.793 2.838
C -3.028 1.007 2.576
C -4.651 -0.024 0.390
H -3.622 -2.314 -2.919
H -2.276 -1.153 -2.825
H -3.823 -0.809 -1.993
H -4.312 -4.210 -0.798
H -3.556 -4.192 0.807
H -4.757 -2.951 0.396
H -0.869 -3.755 -2.336
H -1.014 -4.618 -0.802
H -2.343 -4.692 -1.962
H -1.190 -1.930 1.266
H -2.927 -1.913 3.549
H -4.599 -1.345 3.375
H -4.043 -2.770 2.443
H -2.872 1.918 1.995
H -3.965 1.099 3.142
H -2.200 0.922 3.282
H -4.335 0.770 -0.298
H -5.099 -0.830 -0.199
H -5.421 0.403 1.044
```

Computed properties:
total charge: -1
⟨S²⟩: 2.012
2S+1: 3
lowest unoccupied orbital energy (spin up / spin down): 3.31 / 3.27 eV


# 3
DFT (ωB97M-V/def2-TZVPD) results for an isolated molecule of C14H29BN2O4.

XYZ file:
```
50
Properties=species:S:1:pos:R:3
O 0.653 3.296 0.541
O 4.319 -1.966 -3.560
O 5.144 0.258 -4.249
O -1.514 2.954 1.250
B 4.150 -0.542 -3.623
C -0.399 2.673 0.476
N -1.680 -2.136 1.153
N -1.723 1.376 -1.188
C -1.690 2.587 -1.910
C 2.852 0.171 -2.999
C -2.985 -1.735 1.933
C -0.715 -2.962 2.003
C -1.103 -1.151 0.246
C 2.968 1.502 -2.320
C -2.739 -1.248 3.411
C -0.455 -2.213 3.281
C -1.766 -2.113 4.198
C 1.584 1.974 -1.871
C -0.685 0.248 0.815
C 0.778 0.934 -0.989
C -0.528 1.408 -0.276
H 3.645 -2.668 -3.315
H 5.846 -0.373 -4.400
H -1.370 3.502 2.070
H -2.620 1.214 -0.642
H -2.653 2.924 -2.247
H -1.228 3.403 -1.362
H -1.093 2.391 -2.822
H 2.358 0.306 -3.964
H 2.307 -0.604 -2.564
H -3.626 -1.016 1.373
H -3.645 -2.605 2.024
H -1.217 -3.936 2.244
H 0.260 -3.270 1.485
H -0.413 -1.520 -0.526
H -1.917 -0.995 -0.466
H 3.499 1.294 -1.402
H 3.494 2.238 -2.857
H -2.327 -0.200 3.401
H -3.627 -1.123 3.992
H 0.027 -1.184 3.258
H 0.321 -2.727 3.919
H -2.230 -3.104 4.407
H -1.566 -1.564 5.128
H 0.938 2.155 -2.741
H 1.702 2.985 -1.297
H -1.511 0.543 1.499
H 0.255 0.152 1.356
H 0.550 0.000 -1.591
H 1.377 0.467 -0.283
```

Computed properties:
total charge: 0
lowest unoccupied orbital energy: 0.39 eV


# 4
DFT (ωB97M-V/def2-TZVPD) results for a cluster of 4 separate species, C14H29N2O9S3 in total.

XYZ file:
```
57
Properties=species:S:1:pos:R:3
N -1.592 3.193 -1.105
C -1.644 2.040 -0.380
C -1.606 1.984 1.034
C -1.605 0.777 1.714
C -1.621 -0.410 1.000
N -1.624 -0.427 -0.341
C -1.636 0.740 -0.977
H -2.492 3.388 -1.534
H -1.587 2.924 1.578
H -1.609 0.749 2.799
H -1.614 -1.369 1.514
H -1.649 0.707 -2.066
O -3.607 2.547 3.801
S -5.013 2.680 4.012
O -5.937 2.067 3.110
O -5.348 4.230 4.140
C -4.755 5.088 3.121
C -5.478 5.003 1.796
C -5.428 2.206 5.655
H -3.702 4.826 3.017
H -4.821 6.085 3.553
H -5.343 4.027 1.333
H -5.072 5.757 1.121
H -6.546 5.181 1.928
H -4.753 2.704 6.345
H -5.299 1.126 5.702
H -6.463 2.475 5.846
O 3.189 -1.042 0.133
S 2.355 -1.948 0.874
O 1.958 -1.597 2.201
O 3.114 -3.363 0.921
C 4.491 -3.344 1.349
C 4.633 -3.243 2.854
C 0.981 -2.446 -0.084
H 5.006 -2.528 0.841
H 4.897 -4.285 0.979
H 4.291 -2.277 3.219
H 5.681 -3.372 3.128
H 4.043 -4.018 3.344
H 1.340 -2.765 -1.059
H 0.306 -1.592 -0.187
H 0.478 -3.257 0.436
O 1.575 -2.305 -5.844
S 2.982 -2.360 -6.095
O 3.645 -3.629 -6.059
O 3.729 -1.335 -5.155
C 3.369 -1.307 -3.741
C 3.925 -2.487 -2.981
C 3.349 -1.569 -7.625
H 2.284 -1.242 -3.658
H 3.787 -0.368 -3.389
H 3.438 -3.416 -3.279
H 3.758 -2.324 -1.917
H 4.995 -2.599 -3.157
H 2.871 -0.594 -7.634
H 2.943 -2.206 -8.408
H 4.427 -1.484 -7.722
```

Computed properties:
total charge: -1
lowest unoccupied orbital energy: 2.23 eV


# 5
DFT (ωB97M-V/def2-TZVPD) results for a cluster of 2 separate species, C14H29NO3P in total.

XYZ file:
```
48
Properties=species:S:1:pos:R:3
C -2.752 5.818 2.552
C -1.831 4.731 3.076
O -2.646 3.806 3.808
C -2.159 2.523 3.774
O -1.018 2.262 4.145
C -3.122 1.508 3.254
C -3.394 1.622 1.745
C -2.182 1.898 0.845
N -2.014 0.788 -0.097
P -0.461 0.662 -0.638
C -0.490 1.283 -2.410
C -0.007 2.730 -2.429
C -0.148 -1.160 -0.894
C 1.133 -1.586 -0.162
H -2.183 6.698 2.281
H -3.283 5.424 1.695
H -3.466 6.052 3.334
H -1.048 5.129 3.714
H -1.360 4.218 2.245
H -4.075 1.670 3.762
H -2.784 0.521 3.537
H -4.193 2.338 1.565
H -3.779 0.661 1.420
H -2.400 2.827 0.295
H -1.265 2.032 1.427
H 0.131 0.655 -3.052
H -1.508 1.236 -2.795
H -0.488 3.288 -1.633
H -0.196 3.207 -3.388
H 1.060 2.753 -2.227
H -0.984 -1.698 -0.457
H -0.054 -1.421 -1.946
H 0.949 -1.714 0.898
H 1.934 -0.877 -0.332
H 1.461 -2.541 -0.566
C 4.590 -5.345 -2.661
C 3.420 -6.194 -2.169
C 2.943 -5.388 -0.966
O 3.221 -4.022 -1.262
C 4.073 -3.935 -2.403
H 4.849 -5.515 -3.705
H 5.476 -5.540 -2.053
H 2.639 -6.233 -2.931
H 3.695 -7.216 -1.910
H 3.487 -5.669 -0.058
H 1.875 -5.499 -0.777
H 3.484 -3.566 -3.250
H 4.869 -3.219 -2.199
```

Computed properties:
total charge: -1
lowest unoccupied orbital energy: 2.67 eV


# 6
DFT (ωB97M-V/def2-TZVPD) results for a structure of composition C14H2BF5N4O10S2W.

XYZ file:
```
39
Properties=species:S:1:pos:R:3
W -0.932 0.018 0.694
S -3.333 2.070 -2.157
C -3.317 -0.574 -1.403
S -2.007 -1.644 -0.893
C -4.430 -1.070 -1.971
C -4.582 -2.488 -2.144
N -4.682 -3.623 -2.280
C -5.525 -0.250 -2.404
N -6.402 0.388 -2.777
O 2.284 -1.503 2.707
C 1.738 -1.011 1.770
O 0.382 -0.857 1.745
C 2.434 -0.588 0.524
C 3.821 -0.683 0.510
C 4.514 -0.307 -0.618
C 3.874 0.163 -1.751
C 2.503 0.269 -1.730
C 1.753 -0.112 -0.607
O 0.429 -0.104 -0.651
N 1.841 0.795 -2.934
O 2.404 0.603 -3.991
O 0.832 1.450 -2.781
N 5.985 -0.406 -0.627
O 6.517 -0.833 0.374
O 6.556 -0.067 -1.641
H 4.340 -1.050 1.384
H 4.433 0.443 -2.631
F -2.230 3.405 3.564
C -1.210 2.581 3.811
F -1.428 1.948 4.955
F -0.092 3.289 3.902
C -1.111 1.574 2.652
O -1.759 0.504 2.664
O -0.391 1.829 1.639
F -3.604 -1.434 1.466
B -2.364 -1.762 1.114
F -1.772 -2.842 1.619
O -2.424 1.012 0.049
C -3.046 0.866 -1.153
```

Computed properties:
total charge: 0
lowest unoccupied orbital energy: -2.97 eV


# 7
DFT (ωB97M-V/def2-TZVPD) results for a structure of composition C14H30Br6N4O4.

XYZ file:
```
58
Properties=species:S:1:pos:R:3
C -5.849 0.063 2.816
C -5.305 0.189 1.441
O -6.063 0.519 0.517
N -4.001 0.109 1.252
C -3.326 0.128 -0.028
H -6.936 0.119 2.752
H -5.588 0.911 3.450
H -5.530 -0.896 3.224
H -3.373 -0.071 2.023
H -3.803 0.748 -0.788
H -3.177 -0.931 -0.240
H -2.370 0.639 0.088
C 4.606 -0.240 -3.330
C 5.490 -1.325 -3.937
O 6.508 -1.754 -3.361
N 5.076 -1.741 -5.139
C 5.887 -2.537 -6.099
H 3.631 -0.198 -3.814
H 5.138 0.702 -3.464
H 4.564 -0.326 -2.244
H 4.094 -1.544 -5.270
H 5.557 -2.625 -7.134
H 5.951 -3.540 -5.678
H 6.923 -2.234 -6.254
C -2.519 0.930 5.620
C -1.775 0.679 4.242
O -2.169 -0.085 3.400
N -0.735 1.423 3.953
C 0.005 1.388 2.728
H -2.361 0.081 6.285
H -3.554 1.136 5.349
H -2.168 1.806 6.165
H -0.385 2.127 4.588
H 0.713 0.559 2.732
H 0.564 2.323 2.715
H -0.617 1.189 1.855
C 1.746 -2.616 2.066
C 1.451 -2.131 0.677
O 0.636 -1.271 0.456
N 2.204 -2.719 -0.300
C 2.104 -2.332 -1.675
H 2.321 -3.541 2.085
H 0.839 -2.730 2.659
H 2.420 -1.987 2.648
H 3.016 -3.277 -0.075
H 1.196 -1.740 -1.790
H 1.906 -3.171 -2.342
H 2.957 -1.742 -2.012
C -0.242 1.113 -2.072
Br 1.388 1.287 -3.221
Br -1.870 1.187 -3.226
Br -0.230 2.590 -0.673
H -0.231 0.222 -1.444
C -2.796 5.019 -0.365
Br -3.191 4.638 -2.295
Br -3.453 3.562 0.801
Br -3.557 6.820 -0.062
H -1.715 5.099 -0.258
```

Computed properties:
total charge: 0
lowest unoccupied orbital energy: -0.59 eV


# 8
DFT (ωB97M-V/def2-TZVPD) results for a structure of composition C14H30BrN4O4PS2.

XYZ file:
```
56
Properties=species:S:1:pos:R:3
S -2.642 -0.080 1.356
C -2.551 -1.532 2.116
N -2.340 -2.554 2.886
P -2.532 -1.988 4.580
Br -4.781 -2.217 4.992
N -1.786 -3.244 5.590
C -0.507 -3.145 5.341
S 1.063 -3.653 5.107
C 5.369 -5.233 -1.442
O 4.184 -4.682 -1.994
C 3.025 -5.485 -1.765
C 2.079 -4.800 -0.776
N 2.638 -4.790 0.574
C 1.922 -3.915 1.506
C 1.895 -2.411 1.193
O 3.162 -1.772 1.302
C 3.984 -1.880 0.149
H 6.216 -4.651 -1.813
H 5.362 -5.165 -0.351
H 5.502 -6.274 -1.750
H 3.282 -6.499 -1.440
H 2.512 -5.570 -2.728
H 1.122 -5.333 -0.767
H 1.901 -3.784 -1.144
H 3.603 -4.480 0.529
H 2.401 -4.044 2.482
H 0.894 -4.278 1.612
H 1.261 -1.938 1.950
H 1.425 -2.187 0.229
H 3.401 -1.900 -0.776
H 4.625 -2.760 0.221
H 4.638 -1.006 0.122
C -0.153 3.973 0.221
O -1.407 3.317 0.116
C -2.429 3.920 0.914
C -3.472 4.604 0.028
N -2.925 5.799 -0.611
C -3.770 6.341 -1.678
C -4.029 5.451 -2.904
O -2.876 5.217 -3.706
C -2.044 4.158 -3.256
H 0.595 3.351 -0.274
H -0.175 4.943 -0.284
H 0.140 4.103 1.266
H -2.019 4.609 1.660
H -2.920 3.105 1.456
H -4.335 4.885 0.641
H -3.803 3.869 -0.714
H -2.020 5.574 -1.009
H -3.280 7.255 -2.028
H -4.730 6.645 -1.247
H -4.730 5.990 -3.549
H -4.525 4.508 -2.648
H -2.614 3.356 -2.779
H -1.275 4.539 -2.582
H -1.533 3.741 -4.127
```

Computed properties:
total charge: 0
lowest unoccupied orbital energy: -1.40 eV


# 9
DFT (ωB97M-V/def2-TZVPD) results for a structure of composition C14H30CeN4OSi.

XYZ file:
```
51
Properties=species:S:1:pos:R:3
Ce 5.638 -8.978 11.041
N 6.753 -11.129 9.831
C 8.231 -10.944 10.106
C 8.742 -9.695 9.460
N 8.165 -8.492 10.036
H 6.436 -11.976 10.257
H 6.581 -11.191 8.856
H 8.767 -11.746 9.727
H 8.392 -10.854 11.200
H 8.532 -9.725 8.394
H 9.850 -9.594 9.564
H 8.028 -7.737 9.344
H 8.798 -8.097 10.696
C 6.952 -4.786 10.968
C 5.603 -5.086 10.430
C 4.767 -4.093 9.996
C 3.498 -4.460 9.609
C 3.073 -5.794 9.622
C 3.942 -6.778 10.106
N 5.227 -6.368 10.386
N 3.697 -8.124 10.252
Si 2.110 -8.858 10.373
C 1.072 -8.131 11.770
C 2.544 -10.686 10.706
C 1.155 -8.683 8.791
H 7.226 -3.737 10.861
H 7.757 -5.327 10.445
H 7.016 -5.018 12.049
H 5.058 -3.043 10.106
H 2.859 -3.660 9.309
H 2.060 -6.040 9.289
H 1.403 -8.244 12.801
H 0.046 -8.429 11.683
H 1.000 -7.051 11.586
H 3.095 -10.898 11.624
H 2.983 -11.310 9.955
H 1.564 -11.224 10.895
H 0.937 -7.635 8.576
H 0.208 -9.227 8.849
H 1.711 -9.040 7.921
C 7.559 -10.545 14.552
C 6.105 -10.123 14.308
C 5.170 -11.271 14.591
O 5.967 -9.598 13.027
H 7.572 -10.903 15.611
H 8.156 -9.659 14.467
H 7.891 -11.304 13.815
H 5.850 -9.326 14.987
H 5.506 -12.229 14.115
H 4.162 -11.068 14.328
H 5.219 -11.491 15.643
```

Computed properties:
total charge: +1
⟨S²⟩: 0.751
2S+1: 2
lowest unoccupied orbital energy (spin up / spin down): -2.70 / -2.70 eV


| no. | energy (eV) |
| --- | --- |
| 1 | -209170.29637 |
| 2 | -35923.28131 |
| 3 | -26835.31458 |
| 4 | -68900.24773 |
| 5 | -31908.95241 |
| 6 | -78743.82034 |
| 7 | -449409.74491 |
| 8 | -130152.46852 |
| 9 | -43818.09627 |